Record 1
A structure of composition C23H38PZn. Source: the Open Molecules 2025 dataset; level of theory: ωB97M-V/def2-TZVPD.

Values from the calculation:
- Charge: +1
- HOMO-LUMO gap: 0.3675 Ha

Cartesian coordinates (Å):
Zn1 0.00 0.53 -0.78
C1 -0.29 -0.37 -2.74
C2 0.41 -1.32 -1.92
C3 1.67 -0.76 -1.60
C4 1.77 0.52 -2.20
C5 0.57 0.76 -2.91
H1 -1.25 -0.51 -3.20
H2 0.05 -2.29 -1.64
H3 2.44 -1.24 -1.01
H4 2.62 1.18 -2.14
H5 0.33 1.64 -3.49
C6 0.48 4.07 -0.86
C7 1.14 4.37 0.49
C8 0.21 4.11 1.68
C9 -0.95 3.16 1.40
C10 -1.80 3.67 0.21
C11 -1.00 4.45 -0.85
P1 -0.60 1.35 1.27
C12 0.66 0.88 2.52
C13 2.08 1.26 2.06
C14 3.10 0.69 3.05
C15 3.08 -0.85 3.06
C16 1.80 -1.41 2.44
C17 0.57 -0.62 2.89
C18 -2.25 0.66 1.69
C19 -2.60 -0.66 0.99
C20 -4.02 -1.07 1.40
C21 -4.11 -1.36 2.91
C22 -2.93 -0.78 3.69
C23 -2.57 0.63 3.21
H6 0.58 3.00 -1.10
H7 1.00 4.60 -1.65
H8 1.45 5.41 0.51
H9 2.06 3.79 0.58
H10 -0.26 5.06 1.97
H11 0.77 3.79 2.56
H12 -1.59 3.15 2.29
H13 -2.58 4.32 0.62
H14 -2.34 2.85 -0.27
H15 -1.08 5.52 -0.65
H16 -1.43 4.29 -1.83
H17 0.42 1.49 3.40
H18 2.18 2.34 2.00
H19 2.28 0.87 1.06
H20 2.87 1.08 4.04
H21 4.09 1.06 2.80
H22 3.17 -1.21 4.08
H23 3.94 -1.24 2.52
H24 1.67 -2.46 2.71
H25 1.85 -1.38 1.35
H26 0.45 -0.71 3.97
H27 -0.32 -1.08 2.46
H28 -2.91 1.40 1.23
H29 -1.89 -1.46 1.23
H30 -2.56 -0.53 -0.10
H31 -4.34 -1.94 0.82
H32 -4.69 -0.26 1.12
H33 -4.16 -2.43 3.09
H34 -5.05 -0.94 3.30
H35 -2.07 -1.44 3.59
H36 -3.16 -0.74 4.75
H37 -1.73 1.02 3.80
H38 -3.41 1.29 3.40

***

Record 2
An isolated molecule of C13H24N2O2. Source: the Open Molecules 2025 dataset; level of theory: ωB97M-V/def2-TZVPD.

Values from the calculation:
- Structure (SMILES): O=C(/C=N/O)CCCCCN1CCCCCC1
- Energy above the lowest of the compared OMol25 structures with the same formula, charge and spin: 3.691 eV
- HOMO-LUMO gap: 0.3021 Ha

Cartesian coordinates (Å):
O1 -2.94 -0.30 2.19
C1 -3.01 0.06 1.04
C2 -2.29 1.29 0.61
N1 -2.42 1.72 -0.57
O2 -1.71 2.85 -0.89
C3 -3.80 -0.66 -0.01
C4 -3.05 -1.89 -0.54
C5 -1.79 -1.54 -1.32
C6 -0.57 -1.34 -0.43
C7 0.64 -0.81 -1.23
N2 1.80 -0.42 -0.46
C8 2.49 -1.53 0.16
C9 3.72 -1.09 0.95
C10 4.67 -0.19 0.18
C11 4.00 1.06 -0.42
C12 2.88 1.61 0.46
C13 1.60 0.73 0.40
H1 -1.66 1.78 1.35
H2 -1.94 3.06 -1.81
H3 -4.73 -1.01 0.46
H4 -4.03 0.01 -0.83
H5 -3.74 -2.44 -1.20
H6 -2.80 -2.55 0.29
H7 -1.97 -0.63 -1.90
H8 -1.57 -2.34 -2.04
H9 -0.80 -0.63 0.36
H10 -0.31 -2.29 0.04
H11 0.32 0.07 -1.80
H12 0.96 -1.58 -1.94
H13 1.84 -2.10 0.84
H14 2.80 -2.20 -0.65
H15 3.39 -0.57 1.86
H16 4.25 -1.98 1.27
H17 5.47 0.13 0.86
H18 5.14 -0.76 -0.63
H19 4.75 1.83 -0.57
H20 3.57 0.81 -1.39
H21 3.23 1.70 1.49
H22 2.63 2.61 0.12
H23 1.30 0.43 1.42
H24 0.79 1.33 -0.02

***

Record 3
A structure of composition C16H44BrGaN4O12P3. Source: the Open Molecules 2025 dataset; level of theory: ωB97M-V/def2-TZVPD.

Values from the calculation:
- Charge: -1
- HOMO-LUMO gap: 0.2065 Ha

Cartesian coordinates (Å):
N1 1.80 -1.71 3.57
C1 0.85 -1.67 2.38
N2 1.72 -1.49 1.17
N3 0.23 -3.02 2.32
C2 -0.17 -0.46 2.65
Ga1 -1.80 -0.39 1.41
N4 -1.40 -0.42 -0.49
C3 -3.28 -1.78 1.85
C4 -3.28 -2.27 3.36
O1 -3.60 -1.55 4.34
Br1 -2.76 -4.16 3.71
P1 -2.82 1.73 1.79
O2 -4.15 1.91 1.04
O3 -1.64 2.92 1.39
O4 -3.02 1.86 3.52
H1 2.65 -2.24 3.33
H2 2.05 -0.71 3.70
H3 1.29 -0.83 0.50
H4 2.60 -1.06 1.51
H5 0.12 -3.31 3.31
H6 -0.66 -3.04 1.81
H7 0.39 0.54 2.55
H8 -0.56 -0.55 3.73
H9 -0.68 -1.13 -0.73
H10 -1.10 0.51 -0.79
H11 -3.20 -2.64 1.08
H12 -4.32 -1.29 1.67
H13 -0.88 2.72 1.99
H14 -2.09 1.74 3.85
O5 4.07 4.93 0.08
P2 3.74 5.20 1.55
O6 4.71 4.03 2.20
C5 6.11 4.22 2.17
C6 6.55 5.39 3.05
O7 2.30 4.37 1.56
C7 1.66 4.06 0.31
C8 2.20 2.76 -0.28
O8 3.35 5.65 3.17
C9 3.49 7.01 3.54
C10 2.99 8.00 2.51
H15 6.45 4.38 1.14
H16 6.58 3.31 2.54
H17 6.23 6.34 2.60
H18 7.63 5.42 3.15
H19 6.10 5.31 4.04
H20 1.77 4.89 -0.39
H21 0.60 3.95 0.51
H22 3.29 2.66 -0.20
H23 1.92 2.67 -1.33
H24 1.78 1.90 0.26
H25 4.54 7.21 3.77
H26 2.94 7.15 4.47
H27 3.48 7.86 1.53
H28 3.19 9.02 2.83
H29 1.92 7.89 2.35
O9 -4.24 -3.61 -4.78
P3 -2.93 -4.16 -4.21
O10 -3.50 -5.66 -3.81
C11 -3.78 -6.58 -4.85
C12 -2.52 -7.00 -5.59
O11 -3.07 -3.43 -2.73
C13 -3.99 -2.33 -2.56
C14 -5.40 -2.82 -2.25
O12 -1.39 -4.69 -3.66
C15 -0.28 -4.53 -4.54
C16 -0.23 -3.20 -5.26
H30 -4.50 -6.14 -5.55
H31 -4.24 -7.46 -4.39
H32 -2.13 -6.17 -6.18
H33 -2.72 -7.83 -6.26
H34 -1.74 -7.30 -4.88
H35 -3.98 -1.69 -3.44
H36 -3.63 -1.72 -1.73
H37 -5.70 -3.68 -2.85
H38 -6.12 -2.02 -2.39
H39 -5.46 -3.15 -1.20
H40 -0.27 -5.35 -5.26
H41 0.63 -4.64 -3.93
H42 -1.15 -3.02 -5.83
H43 0.61 -3.18 -5.96
H44 -0.12 -2.38 -4.55

***

Record 4
A structure of composition C2H2HgO2. Source: the Open Molecules 2025 dataset; level of theory: ωB97M-V/def2-TZVPD.

Values from the calculation:
- 2S+1: 3
- Energy above the lowest of the compared OMol25 structures with the same formula, charge and spin: 3.089 eV
- HOMO-LUMO gap (alpha / beta): 0.3190 / 0.3013 Ha

Cartesian coordinates (Å):
C1 -0.99 0.34 -0.14
C2 -0.36 1.42 -0.12
O1 2.27 0.07 0.12
Hg1 1.55 -1.90 0.16
H1 -0.26 2.48 -0.28
O2 -0.73 -0.96 -0.06
H2 -1.47 -1.45 0.32

***

Record 5
A structure of composition C26H39AsN3O6S2Si3W. Source: the Open Molecules 2025 dataset; level of theory: ωB97M-V/def2-TZVPD.

Values from the calculation:
- Charge: +1
- Energy above the lowest of the compared OMol25 structures with the same formula, charge and spin: 0.000 eV
- HOMO-LUMO gap (alpha / beta): 0.2401 / 0.2411 Ha

Cartesian coordinates (Å):
W1 -0.67 -0.14 1.29
O1 -1.10 -3.91 0.22
C1 -1.15 -2.71 0.21
O2 -1.50 -1.95 1.25
C2 -0.87 -1.90 -1.03
C3 -0.63 -2.50 -2.25
C4 -0.45 -1.69 -3.36
C5 -0.60 -0.32 -3.21
C6 -0.88 0.20 -1.96
N1 -0.96 -0.57 -0.87
C7 -1.29 1.65 -1.91
O3 -0.74 2.49 -2.57
O4 -2.39 1.83 -1.20
H1 -0.59 -3.58 -2.29
H2 -0.24 -2.12 -4.33
H3 -0.53 0.35 -4.05
O5 3.07 -1.87 -0.34
C8 3.90 -1.62 0.71
C9 5.27 -1.80 0.60
C10 6.10 -1.58 1.68
C11 5.57 -1.18 2.90
C12 4.21 -1.00 3.02
C13 3.36 -1.20 1.93
C14 1.92 -0.98 2.11
O6 1.21 -0.55 1.05
N2 1.36 -1.12 3.26
N3 0.00 -0.80 3.18
C15 -0.70 -1.22 4.19
S1 0.03 -1.99 5.56
C16 -1.56 -2.45 6.31
C17 -2.58 -1.39 5.96
S2 -2.42 -1.03 4.19
H4 3.59 -2.22 -1.07
H5 5.69 -2.12 -0.35
H6 7.17 -1.73 1.57
H7 6.22 -1.01 3.75
H8 3.77 -0.68 3.95
H9 -1.41 -2.53 7.38
H10 -1.85 -3.43 5.92
H11 -2.42 -0.48 6.53
H12 -3.60 -1.74 6.13
C18 -1.34 4.99 3.83
Si1 -1.62 3.16 3.94
C19 -3.43 2.77 4.09
C20 -0.61 2.43 5.33
As1 -0.91 2.19 1.89
Si2 1.22 3.08 1.19
C21 2.42 2.75 2.57
C22 0.99 4.91 0.93
C23 1.77 2.32 -0.42
Si3 -3.39 3.23 -1.33
C24 -2.44 4.76 -0.89
C25 -4.04 3.27 -3.06
C26 -4.70 2.84 -0.07
H13 -1.84 5.47 4.68
H14 -1.76 5.41 2.92
H15 -0.29 5.25 3.88
H16 -3.80 3.11 5.06
H17 -3.63 1.69 4.01
H18 -4.01 3.28 3.32
H19 -0.91 2.88 6.28
H20 0.45 2.62 5.19
H21 -0.76 1.35 5.40
H22 2.05 3.11 3.53
H23 3.36 3.28 2.36
H24 2.66 1.69 2.67
H25 0.75 5.45 1.85
H26 0.21 5.12 0.20
H27 1.92 5.32 0.54
H28 1.89 1.24 -0.38
H29 2.76 2.75 -0.64
H30 1.11 2.59 -1.24
H31 -1.58 4.88 -1.55
H32 -2.09 4.74 0.14
H33 -3.08 5.64 -1.01
H34 -3.24 3.45 -3.78
H35 -4.78 4.07 -3.17
H36 -4.54 2.33 -3.32
H37 -4.26 2.69 0.91
H38 -5.25 1.94 -0.35
H39 -5.42 3.66 0.00

***

Record 6
A cluster of 2 separate species, C34H36BClO4S in total. Source: the Open Molecules 2025 dataset; level of theory: ωB97M-V/def2-TZVPD.

Values from the calculation:
- Energy above the lowest of the compared OMol25 structures with the same formula, charge and spin: 2.137 eV
- HOMO-LUMO gap: 0.1266 Ha

Cartesian coordinates (Å):
C1 -1.73 6.33 0.66
C2 -0.99 5.04 0.53
C3 -0.88 4.24 -0.60
C4 -0.03 3.09 -0.44
C5 0.29 2.89 0.88
B1 1.45 1.90 1.58
C6 2.95 2.64 1.63
C7 3.64 2.73 0.43
C8 4.89 3.36 0.39
C9 5.45 3.89 1.56
Cl1 6.97 4.68 1.51
C10 4.78 3.73 2.79
C11 3.52 3.10 2.82
O1 0.99 1.58 2.91
C12 0.38 0.32 2.74
C13 0.43 -0.46 4.05
C14 -1.07 0.50 2.34
C15 1.27 -0.33 1.52
C16 2.60 -0.87 2.07
C17 0.56 -1.39 0.71
O2 1.54 0.77 0.68
S1 -0.36 4.15 1.90
H1 -2.04 6.71 -0.32
H2 -2.62 6.11 1.25
H3 -1.18 7.14 1.17
H4 -1.31 4.55 -1.55
H5 0.30 2.43 -1.24
H6 3.20 2.31 -0.48
H7 5.44 3.44 -0.55
H8 5.26 4.09 3.69
H9 3.00 2.97 3.78
H10 -0.04 -1.44 3.91
H11 1.45 -0.59 4.41
H12 -0.15 0.08 4.80
H13 -1.56 -0.48 2.23
H14 -1.60 1.04 3.13
H15 -1.15 1.07 1.41
H16 2.38 -1.63 2.84
H17 3.14 -1.36 1.25
H18 3.24 -0.08 2.49
H19 0.20 -2.18 1.38
H20 -0.27 -1.00 0.11
H21 1.27 -1.84 0.01
C18 1.97 -2.62 -6.24
C19 1.39 -1.25 -5.91
C20 0.89 -1.49 -4.52
C21 1.58 -2.63 -4.01
O3 2.32 -3.26 -4.96
C22 1.28 -3.21 -2.77
C23 0.10 -2.81 -2.17
C24 -0.62 -1.64 -2.62
C25 -1.69 -1.08 -1.84
C26 -2.70 -1.90 -1.27
C27 -3.41 -1.43 -0.12
C28 -4.16 -2.32 0.63
C29 -4.40 -3.63 0.12
O4 -5.01 -4.46 1.01
C30 -5.18 -3.70 2.26
C31 -4.67 -2.27 2.03
C32 -3.90 -4.05 -1.12
C33 -3.00 -3.23 -1.75
C34 -0.19 -0.99 -3.81
H22 1.22 -3.26 -6.74
H23 2.87 -2.61 -6.85
H24 2.20 -0.50 -5.93
H25 0.62 -0.91 -6.59
H26 1.91 -4.01 -2.39
H27 -0.25 -3.35 -1.29
H28 -1.78 0.02 -1.80
H29 -3.29 -0.39 0.18
H30 -6.24 -3.73 2.52
H31 -4.60 -4.22 3.04
H32 -3.89 -2.03 2.76
H33 -5.47 -1.53 2.14
H34 -4.20 -5.03 -1.48
H35 -2.52 -3.59 -2.66
H36 -0.80 -0.16 -4.20

***

Record 7
An isolated molecule of C6H18FN3Si. Source: the Open Molecules 2025 dataset; level of theory: ωB97M-V/def2-TZVPD.

Values from the calculation:
- Structure (SMILES): CN(C)[Si](F)(N(C)C)N(C)C
- Energy above the lowest of the compared OMol25 structures with the same formula, charge and spin: 0.819 eV
- HOMO-LUMO gap: 0.3303 Ha

Cartesian coordinates (Å):
C1 0.88 2.76 -0.08
N1 1.00 1.29 0.24
C2 2.38 0.96 0.36
Si1 -0.05 0.02 -0.59
F1 0.20 0.21 -2.14
N2 0.32 -1.54 -0.28
C3 -0.13 -2.50 0.79
C4 1.45 -2.11 -0.92
N3 -1.59 0.48 -0.18
C5 -1.97 1.13 1.00
C6 -2.63 -0.36 -0.67
H1 1.81 3.20 -0.26
H2 0.28 2.75 -0.99
H3 0.33 3.32 0.65
H4 2.70 0.08 0.88
H5 2.81 1.05 -0.64
H6 2.80 1.82 0.90
H7 0.52 -2.21 1.58
H8 -1.26 -2.23 1.02
H9 -0.17 -3.63 0.64
H10 1.67 -1.85 -1.99
H11 2.38 -1.75 -0.40
H12 1.28 -3.15 -0.83
H13 -1.07 1.75 1.28
H14 -2.83 1.81 0.68
H15 -2.45 0.66 1.86
H16 -2.39 -1.02 -1.45
H17 -2.67 -1.04 0.22
H18 -3.61 0.10 -0.66

***

Record 8
An isolated molecule of C6H9ClO. Source: the Open Molecules 2025 dataset; level of theory: ωB97M-V/def2-TZVPD.

Values from the calculation:
- Energy above the lowest of the compared OMol25 structures with the same formula, charge and spin: 5.318 eV
- HOMO-LUMO gap (alpha / beta): 0.3093 / 0.2893 Ha

Cartesian coordinates (Å):
C1 0.57 -0.85 1.34
C2 0.97 -2.01 0.95
C3 -0.16 0.44 0.75
C4 -1.13 -0.01 -0.32
C5 -0.62 -0.59 -1.50
C6 0.77 1.61 0.37
O1 0.05 2.81 0.07
Cl1 -2.75 -0.19 0.29
H1 0.55 -2.50 0.01
H2 1.75 -2.49 1.71
H3 -0.86 0.66 1.63
H4 -1.37 -0.67 -2.25
H5 -0.41 -1.65 -1.45
H6 0.26 -0.15 -1.68
H7 1.43 1.27 -0.37
H8 1.40 1.77 1.20
H9 -0.42 2.54 -0.76

***

Strongest force on any atom across the listed records, respectively: 0.296; 1.178; 9.343; 3.773; 0.753; 3.366; 4.456; 4.093 eV/A.